{"formula": "C33H26O23", "method": "ωB97M-V/def2-TZVPD", "elements": ["O", "C", "C", "C", "O", "C", "O", "C", "C", "O", "H", "H", "H", "H", "O", "C", "C", "C", "O", "C", "O", "C", "C", "O", "H", "H", "H", "H", "O", "C", "C", "C", "O", "C", "O", "C", "C", "O", "H", "H", "H", "H", "O", "C", "C", "C", "O", "C", "O", "C", "C", "O", "H", "H", "H", "H", "O", "C", "C", "C", "O", "C", "O", "C", "C", "O", "H", "H", "H", "H", "C", "C", "O", "C", "O", "O", "H", "H", "H", "H", "H", "H"], "xyz": [[0.77208, 3.43188, -1.96567], [-0.30026, 3.21840, -1.43564], [-1.14749, 4.26849, -0.88949], [-2.31370, 3.95031, -0.31147], [-3.13671, 4.84238, 0.21158], [-2.78447, 2.52794, -0.20828], [-3.84646, 2.32944, 0.34997], [-1.95718, 1.48382, -0.76862], [-0.78576, 1.79262, -1.34543], [-0.00480, 0.86194, -1.85151], [-0.79874, 5.28816, -0.96831], [-3.89536, 4.33843, 0.56656], [-2.31874, 0.46690, -0.69857], [0.82984, 1.24520, -2.19100], [-5.57432, 5.10422, 2.63371], [-5.92697, 4.05480, 3.13649], [-5.25669, 2.77936, 2.93243], [-5.73648, 1.68110, 3.53251], [-5.19186, 0.47776, 3.41291], [-6.95579, 1.71842, 4.41065], [-7.33121, 0.67171, 4.90205], [-7.61446, 2.99499, 4.62612], [-7.13461, 4.09418, 4.03242], [-7.67430, 5.29235, 4.17919], [-4.38500, 2.76535, 2.29376], [-5.75142, -0.11858, 3.94498], [-8.48212, 3.01309, 5.26975], [-7.13324, 5.89785, 3.63890], [-3.83760, -0.25434, -1.19886], [-4.39718, -1.26833, -0.81839], [-4.72197, -1.54227, 0.56618], [-5.30462, -2.70345, 0.89062], [-5.62743, -3.02788, 2.13144], [-5.64374, -3.74238, -0.14183], [-6.16006, -4.77350, 0.24131], [-5.33725, -3.45668, -1.53395], [-4.75143, -2.29691, -1.85771], [-4.43444, -1.96602, -3.09784], [-4.47435, -0.79061, 1.30294], [-6.02824, -3.91564, 2.08383], [-5.59346, -4.20401, -2.27089], [-4.01534, -1.08704, -3.04720], [9.69424, -4.23373, 0.51814], [9.16907, -3.19657, 0.16517], [9.90447, -1.98972, -0.17416], [9.23571, -0.88899, -0.53914], [9.82973, 0.24767, -0.86247], [7.73408, -0.85629, -0.60976], [7.20731, 0.18925, -0.94034], [6.99785, -2.06553, -0.28800], [7.66737, -3.16837, 0.07518], [7.07458, -4.30712, 0.38346], [10.98298, -2.02334, -0.11810], [9.11373, 0.87479, -1.07392], [5.91810, -2.03413, -0.35075], [7.78791, -4.93179, 0.61160], [3.48138, -2.17424, 0.79004], [2.28782, -1.97261, 0.92169], [1.34197, -1.92557, -0.17513], [0.05011, -1.66716, 0.07414], [-0.87057, -1.59558, -0.86972], [-0.45928, -1.42281, 1.46813], [-1.64461, -1.17920, 1.60273], [0.48291, -1.49889, 2.57132], [1.77272, -1.75824, 2.32038], [2.69322, -1.83960, 3.26596], [1.72022, -2.08189, -1.17543], [-1.70224, -1.35686, -0.41958], [0.10556, -1.33860, 3.57114], [3.53250, -2.02875, 2.80634], [5.72982, 0.54681, -3.64734], [4.71885, 0.75960, -4.72848], [3.70238, -0.24735, -4.62528], [2.71511, -0.07226, -3.75616], [2.14680, -0.98094, -3.20702], [2.36917, 1.20283, -3.46510], [5.98811, -0.49218, -3.63193], [6.57903, 1.17624, -3.81197], [5.28019, 0.78091, -2.70383], [4.32941, 1.75804, -4.70714], [5.17956, 0.62790, -5.68475], [2.31606, 1.72083, -4.26952]], "orbital_gap_ha": 0.2819, "smiles": "O=C1C=C(O)C(=O)C=C1O.O=C1C=C(O)C(=O)C=C1O.O=C1C=C(O)C(=O)C=C1O.O=C1C=C(O)C(=O)C=C1O.O=C1C=C(O)C(=O)C=C1O.CCOC(=O)O", "e_homo_ha": -0.3386, "energy_ev": -81732.63416}